No. 1
This record from the OMol25 dataset describes C35H31Br2F3N2O9RuS2SbSi as an isolated structure at a distorted geometry. The level of theory is ωB97M-V/def2-TZVPD.

Last column: Löwdin charge in e.
CARTESIAN COORDINATES (ANGSTROEM)
Sb: -2.42040 1.75778 1.58277  1.567
Ru: 0.10966 -0.35917 -0.57302  0.609
Br: 7.52984 0.36824 2.09020  0.707
Br: 0.42942 -1.31348 -3.73235  0.792
S: -2.26319 -0.79033 -1.08897  0.130
S: 1.54458 2.86971 0.56573  0.481
Si: -2.50326 -2.80313 -0.56906  0.008
F: 3.93999 2.80225 -0.52908  0.112
F: 2.60151 1.38525 -1.44736  0.115
F: 2.39702 3.48610 -1.87819  0.111
O: 2.41019 -0.82765 0.84437  -0.011
O: 2.35723 -1.71159 -1.19282  0.022
O: 2.34273 2.37022 1.65837  -0.283
O: 0.29612 2.14484 0.30274  -0.469
O: 1.37746 4.31112 0.51278  -0.320
O: 2.26707 0.54801 4.04021  0.188
O: 0.35972 -1.92207 1.07041  -0.059
O: 2.17917 -2.68698 2.19368  0.096
O: 0.36113 0.41533 2.72813  0.145
N: 6.53157 -1.36380 -1.49421  0.065
N: -0.22966 0.99163 -2.40453  -0.097
C: -2.17005 5.98150 0.19058  -0.092
C: 1.51467 -1.99474 1.46796  -0.635
C: -2.75421 -3.02816 1.27796  -0.220
C: -6.79610 0.97929 3.87040  -0.119
C: -0.64304 3.12067 -3.42232  -0.054
C: -4.47918 5.65757 0.73389  -0.113
C: 2.98713 -1.25725 -0.26354  -0.514
C: -0.58773 2.27790 -2.32498  -0.126
C: -4.34060 1.51425 2.61082  -0.387
C: -0.32987 2.61141 -4.66826  -0.088
C: 1.32572 0.49220 3.36116  -0.443
C: -6.32860 0.13909 2.87197  -0.104
C: -1.10264 -3.88002 -1.20612  -0.234
C: -4.08582 -3.40871 -1.41803  -0.256
C: -0.28598 3.28904 5.83781  -0.114
C: 2.66682 2.60477 -0.90380  -0.641
C: 6.51484 -0.39386 0.67817  -0.656
C: -1.90959 4.65361 0.51233  -0.137
C: -0.00057 1.27460 -4.77834  -0.125
C: -2.92190 3.80820 0.97559  -0.330
C: 4.48124 -1.09696 -0.28541  -0.089
C: 5.14332 -0.53130 0.78770  -0.019
C: -3.45384 6.49404 0.31346  -0.121
C: -0.51858 3.44261 3.44491  -0.119
C: -4.83208 2.35179 3.61688  -0.159
C: -1.53918 2.49147 3.44847  -0.359
C: -1.90563 1.93638 4.67603  -0.148
C: 0.03048 0.51509 -3.61549  -0.744
C: 7.17079 -0.81855 -0.46249  -0.211
C: -5.11055 0.40820 2.25075  -0.135
C: 5.20701 -1.49180 -1.39648  -0.068
C: 0.10558 3.83495 4.62342  -0.085
C: -1.29525 2.33559 5.85987  -0.105
C: -4.21522 4.33024 1.05262  -0.134
C: -6.04433 2.09158 4.24003  -0.105
H: 8.24618 -0.71233 -0.55124  0.092
H: -7.74461 0.77719 4.35504  0.087
H: -3.44707 -2.26761 1.64591  -0.001
H: -4.75135 -0.25610 1.46941  0.072
H: 0.90585 4.56471 4.58338  0.102
H: -5.49004 6.03997 0.82612  0.089
H: -5.03502 3.69894 1.37125  0.080
H: -0.17758 3.88198 2.51377  0.070
H: -1.35580 6.61410 -0.14481  0.099
H: 4.58243 -0.20999 1.65602  0.130
H: -4.25658 3.22000 3.91825  0.102
H: -0.89346 4.29297 0.40350  0.049
H: -3.15394 -4.01937 1.52690  0.017
H: -2.67355 1.17285 4.71620  0.093
H: -0.34462 3.24417 -5.54806  0.098
H: -0.83170 2.62813 -1.33544  0.078
H: -6.90638 -0.72911 2.57707  0.093
H: -1.04258 -4.84290 -0.68478  0.021
H: -1.23058 -4.06729 -2.27639  0.013
H: 0.19851 3.59557 6.75779  0.088
H: -3.65604 7.53236 0.07605  0.086
H: -4.95363 -2.84682 -1.05954  0.009
H: -4.26804 -4.47536 -1.22813  0.011
H: 4.68214 -1.92648 -2.23861  0.122
H: -1.60829 1.89579 6.80065  0.091
H: -4.00850 -3.26373 -2.49878  0.009
H: -0.93359 4.15359 -3.28735  0.105
H: -1.79850 -2.89801 1.79077  0.011
H: -6.40536 2.75504 5.01855  0.091
H: 0.22214 0.81249 -5.72865  0.088
H: -0.15380 -3.36039 -1.06018  -0.011

Values from the calculation:
Gap between HOMO and LUMO (alpha / beta) = 4.79 / 4.43 eV
Largest force on an atom = 1.74 eV/Å
LUMO level (alpha / beta) = 0.138 / 0.138 Eh
<S²> = 0.77
Charge = -2
Spin multiplicity = 2

No. 2
This record from the OMol25 dataset describes C35H31IrN4O4S4 as an isolated structure at a distorted geometry. The level of theory is ωB97M-V/def2-TZVPD.

Last column: Löwdin charge in e.
CARTESIAN COORDINATES (ANGSTROEM)
Ir: 2.83231 0.24496 0.75409  1.150
S: 3.60430 -1.57565 -0.65076  0.719
S: 4.58026 -1.00675 2.45037  0.656
S: 2.88539 3.27515 2.16109  0.595
S: 5.03527 2.76293 -2.48451  0.522
O: -0.15832 1.00708 -2.66963  -0.019
O: 4.15541 3.34848 1.49316  -0.318
O: 1.00041 0.36788 -0.89655  -0.111
O: 2.90712 3.72562 3.54054  -0.322
N: 3.92593 1.33992 -0.39924  -0.192
N: 2.24224 1.79269 2.00038  -0.285
N: -2.01994 -0.53390 -3.52834  0.080
N: 1.47033 -0.70533 1.91023  -0.165
C: -4.02335 0.22487 -4.56695  -0.034
C: 0.12577 -2.53179 2.69537  -0.114
C: -6.10142 0.32414 -3.39326  -0.087
C: -0.39215 -0.29821 3.45289  -0.191
C: -1.14073 -3.92774 -2.40597  -0.114
C: -0.21155 -1.30280 -2.10597  -0.058
C: 4.76718 -3.99318 -0.40181  -0.147
C: 1.71525 4.30777 1.26565  -0.270
C: 1.34483 5.53881 1.77724  -0.081
C: -0.04164 -3.66573 -1.60512  -0.098
C: -3.39233 -0.31761 -3.44350  -0.204
C: -3.48184 -1.09186 -1.04769  -0.008
C: 0.41403 -2.36442 -1.47612  -0.052
C: 0.71138 0.14292 2.67641  -0.177
C: 4.37399 1.96052 -1.28424  -0.951
C: 1.09608 1.49686 2.69608  -0.280
C: -0.17655 5.81225 -0.05425  -0.099
C: -1.35751 -1.56680 -2.88246  -0.244
C: -1.12249 0.66530 4.17322  -0.079
C: -1.79210 -2.88691 -3.04306  -0.057
C: 0.26854 0.13532 -1.87654  -0.598
C: 0.32108 2.43347 3.40356  -0.054
C: -0.68473 -1.67596 3.45884  -0.079
C: -4.14934 -0.53939 -2.27269  -0.145
C: 4.78439 -2.50964 1.63536  -0.798
C: 5.37621 -3.60367 2.48166  -0.146
C: 0.19647 4.57313 -0.55576  -0.057
C: -5.49950 -0.19187 -2.25242  -0.244
C: -0.77379 2.01007 4.12341  -0.120
C: 1.16166 -2.02912 1.95781  -0.188
C: -6.31925 -0.29566 -0.99521  -0.064
C: 4.44304 -2.71750 0.32919  -0.746
C: 1.14552 3.81501 0.10600  -0.037
C: -5.36764 0.52786 -4.54758  -0.115
C: 0.39619 6.29609 1.11310  -0.100
H: -6.38170 -1.32070 -0.63761  0.079
H: -4.04978 -0.88110 -0.14712  0.068
H: -2.48782 -0.66674 -0.92785  0.093
H: 1.80111 5.87109 2.69849  0.107
H: 4.46055 -3.87915 -1.43755  0.048
H: 5.83662 -4.19526 -0.36689  0.074
H: 4.23765 -4.84043 0.03105  0.078
H: -1.41872 0.32385 -3.43916  0.103
H: -0.07181 -3.59630 2.68731  0.085
H: 0.10545 7.26427 1.50260  0.091
H: 0.58878 3.47396 3.38042  0.076
H: -0.24730 4.18765 -1.46049  0.106
H: 4.65401 -3.89812 3.24262  0.075
H: -5.88327 0.31038 -0.20328  0.080
H: 1.79521 -2.68933 1.38219  0.077
H: 6.26441 -3.23834 2.98901  0.061
H: -3.43515 0.40777 -5.45399  0.104
H: -2.66447 -3.07708 -3.65966  0.111
H: 5.63127 -4.48488 1.90270  0.052
H: 1.27038 -2.14794 -0.86162  0.007
H: 0.44781 -4.46397 -1.06236  0.090
H: -1.49381 -4.94760 -2.52877  0.089
H: 1.42801 2.84211 -0.26536  0.090
H: -7.32804 0.06789 -1.17362  0.063
H: -7.14942 0.59263 -3.36487  0.091
H: -1.36751 2.73946 4.66102  0.086
H: -5.85037 0.94278 -5.42424  0.089
H: -1.97175 0.34601 4.76401  0.087
H: -0.93025 6.39715 -0.56382  0.090
H: -1.50410 -2.06352 4.04850  0.082
H: -3.36044 -2.17418 -1.12765  0.088

Values from the calculation:
Gap between HOMO and LUMO (alpha / beta) = 4.26 / 5.06 eV
Largest force on an atom = 1.81 eV/Å
LUMO level (alpha / beta) = 0.155 / 0.111 Eh
<S²> = 6.05
Charge = -2
Spin multiplicity = 5

No. 3
This record from the OMol25 dataset describes C35H31N3O3S2V as an isolated structure. The level of theory is ωB97M-V/def2-TZVPD.

Last column: Löwdin charge in e.
CARTESIAN COORDINATES (ANGSTROEM)
V: 0.28583 -0.20794 -0.21044  0.975
S: -2.27374 2.02322 0.81061  1.080
S: -3.94608 -0.21162 -1.97842  1.207
O: 2.19045 0.21751 0.45896  -0.156
O: 0.16945 1.27954 -1.49051  -0.206
O: 0.67461 -1.62830 1.14272  -0.261
N: 1.86354 -1.64952 1.68021  0.016
N: -1.71626 -0.66960 -0.81516  -0.005
N: 2.59351 -0.68990 1.30015  -0.221
C: 3.94613 -0.60173 1.80285  -0.158
C: 4.64667 0.56210 1.53930  -0.004
C: -3.75992 1.12163 1.17805  -0.520
C: -4.82416 -0.94717 1.79655  -0.071
C: -5.00556 1.73483 1.08830  -0.093
C: -1.07718 4.71341 -0.98714  -0.096
C: -0.56259 -5.54461 0.31324  -0.062
C: -4.27271 -3.02489 -1.84339  -0.062
C: -5.46507 3.05070 -3.57551  -0.096
C: 6.52018 -0.36868 2.72825  -0.085
C: -6.15625 1.00136 1.33576  -0.074
C: -1.96447 -5.64249 -0.28759  -0.561
C: 5.94681 0.66983 2.01291  -0.070
C: -0.72058 2.22516 -1.33580  -0.448
C: -3.55248 -1.85103 -1.61582  -0.438
C: -4.66361 4.56452 -1.77121  -0.058
C: -1.76778 -3.11994 -0.55903  0.053
C: -3.72502 -4.21256 -1.42000  -0.028
C: -2.47309 -4.28657 -0.76969  -0.159
C: 5.79589 -1.52826 2.97650  -0.076
C: -4.17045 2.65267 -4.06678  -0.102
C: -6.06741 -0.33874 1.68562  -0.080
C: -1.91798 -6.62878 -1.46239  -0.047
C: -3.08982 2.50950 -3.28380  -0.046
C: -2.39980 4.94444 -0.99757  -0.078
C: -2.92144 -6.17488 0.78853  -0.043
C: -3.43048 4.06224 -1.49383  -0.184
C: 4.49723 -1.65809 2.51356  -0.018
C: -2.16816 1.79423 -1.03436  -0.484
C: -3.23745 2.59889 -1.79464  -0.317
C: -3.67229 -0.21871 1.54443  -0.110
C: -0.33161 3.52463 -1.30803  -0.048
C: -2.31277 -1.90630 -0.98934  -0.280
C: -5.68031 3.90520 -2.53933  -0.090
C: -2.45336 0.30893 -1.26021  -0.493
H: -6.32645 2.76480 -4.16944  0.098
H: 6.50975 1.57277 1.81870  0.107
H: -6.70012 4.24512 -2.38814  0.100
H: -4.20740 2.15340 -1.53912  0.083
H: -6.96780 -0.90693 1.88048  0.103
H: -7.12408 1.47912 1.25649  0.105
H: 6.24399 -2.34128 3.53163  0.105
H: -0.45165 5.55121 -0.69695  0.103
H: -2.99462 -5.47506 1.62273  0.090
H: -0.53767 -4.89305 1.18825  0.088
H: 0.16199 -5.16818 -0.41101  0.092
H: -4.28345 -5.12368 -1.59009  0.109
H: 3.92215 -2.55249 2.69651  0.108
H: -3.92472 -6.33154 0.39006  0.079
H: -0.23453 -6.53628 0.62862  0.086
H: -1.52647 -7.59073 -1.12628  0.085
H: -4.88450 5.57674 -1.44843  0.112
H: 0.73631 3.65712 -1.43240  0.114
H: -5.23682 -3.00229 -2.33323  0.112
H: -4.07766 2.47652 -5.13271  0.107
H: 4.17600 1.35190 0.97503  0.116
H: -5.06688 2.78163 0.81671  0.107
H: -4.74947 -1.99120 2.07229  0.107
H: -0.81042 -3.10555 -0.05649  0.088
H: -2.90643 -6.80494 -1.88684  0.074
H: -2.74777 5.93283 -0.71939  0.106
H: -2.10964 2.31018 -3.70424  0.129
H: -2.69779 -0.68603 1.61952  0.105
H: -1.26990 -6.25692 -2.25764  0.092
H: -2.55941 -7.13004 1.17420  0.086
H: 7.53537 -0.27917 3.09145  0.104

Values from the calculation:
Gap between HOMO and LUMO (alpha / beta) = 6.94 / 7.03 eV
Largest force on an atom = 0.53 eV/Å
LUMO level (alpha / beta) = 0.004 / 0.005 Eh
<S²> = 3.76
Charge = 0
Relative energy (zero: lowest compared OMol25 entry of this formula, charge and spin) = 33.9 kJ/mol
Spin multiplicity = 4